[1]
C4H6O in the gas phase. Source: the OMol25 dataset; level of theory: the ωB97M-V functional and the def2-TZVPD basis.

The geometry in XYZ format:
```
11
Properties=species:S:1:pos:R:3:forces:R:3:mulliken_charge:R:1
C -1.74026 0.36505 -0.03442 -0.34 -0.04 -0.04 -0.646
O -0.38760 0.48273 0.31302 0.03 0.21 0.15 -0.302
C 0.44179 -0.64498 0.49572 0.10 -0.10 -0.02 -0.408
C 1.68834 -0.24741 -0.17690 0.28 0.35 -0.29 -0.256
C 2.50221 0.38514 -0.79723 -0.25 -0.31 0.21 -0.113
H -1.96665 -0.50226 -0.67150 0.20 0.05 0.14 0.314
H -1.97629 1.27231 -0.60076 -0.08 -0.19 0.10 0.225
H -2.38133 0.34016 0.85658 0.03 -0.13 -0.10 0.245
H 0.61015 -0.83275 1.56713 -0.02 0.04 -0.20 0.259
H 0.04029 -1.57641 0.06443 -0.07 0.32 -0.04 0.300
H 3.16508 0.99456 -1.36694 0.12 -0.21 0.09 0.382
```
Positions in Å, forces in eV/Å.

As for the relative energy (zero: lowest compared OMol25 entry of this formula, charge and spin): 51.5 kcal/mol. For the LUMO energy, the calculation gives 1.048 eV. As for the SMILES: C#CCOC. The HOMO energy is -9.773 eV. The total charge is 0. The calculation puts the total energy at -6289.6847 eV. The calculation puts the gap between HOMO and LUMO at 10.82 eV. The calculation puts the max |F| at 0.010 hartree/bohr.

---

[2]
A 2-piece molecular cluster, C4H6O overall at a distorted geometry. Source: the OMol25 dataset; level of theory: the ωB97M-V functional and the def2-TZVPD basis.

The geometry in XYZ format:
```
11
Properties=species:S:1:pos:R:3:forces:R:3:mulliken_charge:R:1
C -1.64072 -0.84802 0.18300 0.03 -0.33 0.57 -0.181
C -1.19751 -0.20178 1.19989 1.24 0.40 0.11 -0.275
C -1.38995 0.58359 -0.07248 2.97 -0.65 -0.63 -0.584
C 2.43278 0.23731 0.07367 -0.07 0.46 -0.34 -0.185
O 2.38258 -0.03939 -1.21213 0.18 2.64 -0.88 -0.347
H -2.03145 -1.76394 -0.14973 -0.06 -0.90 -0.63 0.364
H -0.51517 0.97894 -0.66643 -0.65 -0.88 0.50 0.086
H -2.21908 1.11557 -0.29082 -2.65 2.25 0.05 0.268
H 2.21199 -0.71272 0.63367 0.15 -0.03 -0.80 0.122
H -0.54428 -0.22160 2.06971 -0.85 0.12 0.03 0.329
H 2.51082 0.87202 -1.76836 -0.29 -3.09 2.03 0.404
```
Positions in Å, forces in eV/Å.

As for the relative energy (zero: lowest compared OMol25 entry of this formula, charge and spin): 135.7 kcal/mol. For the LUMO energy, the calculation gives 0.647 eV. The HOMO energy is -8.650 eV. The total charge is 0. The calculation puts the total energy at -6286.0348 eV. The calculation puts the gap between HOMO and LUMO at 9.30 eV. The calculation puts the max |F| at 0.072 hartree/bohr.

---

[3]
A 2-piece molecular cluster, C4H6O overall. Source: the OMol25 dataset; level of theory: the ωB97M-V functional and the def2-TZVPD basis.

The geometry in XYZ format:
```
11
Properties=species:S:1:pos:R:3:forces:R:3:mulliken_charge:R:1
C -1.64176 -0.38659 0.05715 -0.08 0.00 0.05 -1.078
O 0.61416 1.52413 1.44831 0.39 -0.18 -0.28 -0.422
C 1.49241 1.07643 0.75288 -0.17 0.12 0.17 -0.185
C 0.55432 -1.04450 -1.30489 -0.43 0.10 0.21 -0.119
C -0.45197 -0.76830 -0.70086 0.44 -0.11 -0.27 0.063
H -1.34160 0.09523 0.99409 -0.05 -0.07 -0.14 0.263
H -2.24719 0.32712 -0.51012 0.10 -0.11 0.06 0.270
H 2.07736 0.18226 1.04211 -0.11 0.11 0.03 0.287
H 1.77389 1.53930 -0.21243 -0.08 0.00 0.12 0.286
H 1.43574 -1.28811 -1.85681 -0.18 0.01 0.10 0.348
H -2.26537 -1.25697 0.29057 0.17 0.14 -0.06 0.288
```
Positions in Å, forces in eV/Å.

As for the relative energy (zero: lowest compared OMol25 entry of this formula, charge and spin): 45.0 kcal/mol. For the LUMO energy, the calculation gives 1.006 eV. As for the SMILES: C#CC.C=O. The HOMO energy is -10.008 eV. The total charge is 0. The calculation puts the total energy at -6289.9649 eV. The calculation puts the gap between HOMO and LUMO at 11.01 eV. The calculation puts the max |F| at 0.010 hartree/bohr.

---

[4]
A 2-piece molecular cluster, C4H6O overall at a distorted geometry. Source: the OMol25 dataset; level of theory: the ωB97M-V functional and the def2-TZVPD basis.

The geometry in XYZ format:
```
11
Properties=species:S:1:pos:R:3:forces:R:3:mulliken_charge:R:1
C 1.40051 0.37386 -0.15748 -0.10 -1.10 2.55 0.874
C -1.47512 -0.29359 -0.75444 -0.75 1.25 -3.08 -0.702
C 2.24389 0.07225 0.88801 -2.34 0.57 -1.29 -0.330
C -1.55253 -0.18761 0.52718 -1.88 -2.91 2.25 -0.323
O 2.33381 -0.19999 -0.82781 0.66 0.16 -0.77 -0.424
H -1.37481 0.59667 -1.32393 1.62 1.28 -0.31 0.290
H 2.99742 0.57134 1.47627 0.27 0.19 -0.60 0.227
H -1.69155 -0.97669 -1.54222 -1.06 -1.56 0.61 0.304
H 0.28127 0.48635 -0.40670 2.58 0.47 0.00 -0.415
H -2.18494 -0.96234 1.04825 1.48 0.65 0.06 0.186
H -0.97795 0.51976 1.07286 -0.48 0.99 0.58 0.312
```
Positions in Å, forces in eV/Å.

As for the relative energy (zero: lowest compared OMol25 entry of this formula, charge and spin): 143.7 kcal/mol. For the LUMO energy (alpha / beta), the calculation gives 0.748 / 0.748 eV. As for the SMILES: C1=CO1.C=C. The HOMO energy (alpha / beta) is -8.353 / -8.353 eV. The total charge is 0. The calculation puts the total energy at -6285.6857 eV. The calculation puts the gap between HOMO and LUMO (alpha / beta) at 9.10 / 9.10 eV. The calculation puts the max |F| at 0.080 hartree/bohr.

---

[5]
A 2-piece molecular cluster, C4H6O overall at a distorted geometry. Source: the OMol25 dataset; level of theory: the ωB97M-V functional and the def2-TZVPD basis.

The geometry in XYZ format:
```
11
Properties=species:S:1:pos:R:3:forces:R:3:mulliken_charge:R:1
C -1.12652 -0.88319 0.50728 -1.61 1.42 -0.60 -0.350
C -1.93173 -0.13169 -0.20015 -0.11 -0.01 0.23 -0.279
C -0.57117 0.34458 0.07784 -0.26 4.07 1.69 -0.193
C 1.55794 0.14074 -0.40724 0.69 0.41 4.18 -0.589
O 0.30818 0.31051 -0.96726 1.08 0.76 -0.68 -0.276
H -0.92758 -1.64095 1.14552 0.29 -2.50 1.51 0.434
H -2.89808 0.04222 -0.69172 0.69 -0.15 0.45 0.360
H -0.21105 1.45505 1.03839 -1.17 -3.15 -2.82 0.161
H 1.41540 -0.60146 0.52329 0.97 1.33 -2.03 0.219
H 2.05529 1.09278 0.02007 -1.38 -0.85 -0.16 0.221
H 2.32931 -0.12859 -1.04603 0.80 -1.33 -1.76 0.291
```
Positions in Å, forces in eV/Å.

As for the relative energy (zero: lowest compared OMol25 entry of this formula, charge and spin): 104.0 kcal/mol. For the LUMO energy, the calculation gives 1.210 eV. The HOMO energy is -9.620 eV. The total charge is 0. The calculation puts the total energy at -6287.4098 eV. The calculation puts the gap between HOMO and LUMO at 10.83 eV. The calculation puts the max |F| at 0.086 hartree/bohr.

---

[6]
C4H6O as an isolated structure. Source: the OMol25 dataset; level of theory: the ωB97M-V functional and the def2-TZVPD basis.

The geometry in XYZ format:
```
11
Properties=species:S:1:pos:R:3:forces:R:3:mulliken_charge:R:1
C 0.80491 0.49539 -0.81289 0.02 0.19 -0.16 -0.580
C 0.35203 0.25542 0.60654 0.04 0.30 0.09 -0.261
C -1.14922 0.03136 0.64271 -0.12 0.30 0.14 -0.324
O -1.06640 -0.91348 -0.44801 -0.08 -0.13 -0.03 -0.402
C 0.35549 -0.85821 -0.41730 0.26 -0.19 -0.14 -0.109
H 1.88659 0.61387 -0.85503 -0.22 0.05 -0.13 0.258
H 0.22147 1.11107 -1.48893 0.00 -0.17 -0.12 0.207
H 1.01273 0.64583 1.36384 -0.11 -0.62 0.44 0.382
H -1.77450 0.90669 0.43384 -0.05 -0.17 -0.14 0.218
H -1.53794 -0.49542 1.52448 0.28 0.23 -0.05 0.247
H 0.89485 -1.79253 -0.54924 -0.03 0.21 0.11 0.363
```
Positions in Å, forces in eV/Å.

As for the relative energy (zero: lowest compared OMol25 entry of this formula, charge and spin): 40.0 kcal/mol. For the LUMO energy, the calculation gives 1.181 eV. The HOMO energy is -9.420 eV. The total charge is 0. The calculation puts the total energy at -6290.1817 eV. The calculation puts the gap between HOMO and LUMO at 10.60 eV. The calculation puts the max |F| at 0.015 hartree/bohr.

---

[7]
C4H6O as an isolated structure at a distorted geometry. Source: the OMol25 dataset; level of theory: the ωB97M-V functional and the def2-TZVPD basis.

The geometry in XYZ format:
```
11
Properties=species:S:1:pos:R:3:forces:R:3:mulliken_charge:R:1
C -0.83975 -0.99583 -0.17679 -0.02 -0.16 0.06 -1.256
C 0.01975 0.04183 0.54148 -0.29 -0.33 0.20 0.391
C 1.41750 0.16495 0.01212 0.35 -0.45 0.37 -0.397
O 1.15560 1.36999 -0.52943 0.68 0.94 -0.63 -0.225
C -0.11966 1.40864 -0.07331 -0.55 0.03 0.01 -0.372
H -1.90833 -0.78265 -0.06814 0.17 -0.02 0.03 0.329
H -0.64136 -2.00072 0.20563 -0.06 0.10 -0.03 0.331
H -0.03418 -0.01152 1.63533 -0.07 -0.02 -0.18 0.336
H -0.57108 -0.98556 -1.23699 -0.17 -0.02 0.07 0.326
H 2.39977 0.00405 0.44791 -0.12 -0.03 -0.03 0.278
H -0.87826 1.78681 -0.75781 0.07 -0.03 0.13 0.259
```
Positions in Å, forces in eV/Å.

As for the relative energy (zero: lowest compared OMol25 entry of this formula, charge and spin): 81.3 kcal/mol. For the LUMO energy (alpha / beta), the calculation gives 0.621 / 0.603 eV. The HOMO energy (alpha / beta) is -7.769 / -7.833 eV. The total charge is 0. The calculation puts the total energy at -6288.3922 eV. The calculation puts the gap between HOMO and LUMO (alpha / beta) at 8.39 / 8.44 eV. The calculation puts the max |F| at 0.026 hartree/bohr.

---

[8]
C4H6O in the gas phase. Source: the OMol25 dataset; level of theory: the ωB97M-V functional and the def2-TZVPD basis.

The geometry in XYZ format:
```
11
Properties=species:S:1:pos:R:3:forces:R:3:mulliken_charge:R:1
C -1.29718 0.70578 -0.34047 -0.34 0.02 -0.13 -0.620
O -0.04920 1.20853 0.09601 -0.02 0.58 -0.17 -0.351
C 0.92198 -1.44808 0.85935 0.09 -0.06 -0.06 -0.443
C 1.32825 -0.55791 -0.00716 -0.61 0.21 0.35 0.173
C 1.06322 0.62730 -0.48985 0.18 -0.10 -0.05 -0.447
H -1.20292 -0.23691 -0.89657 0.11 0.21 0.14 0.336
H -1.74764 1.46204 -0.98657 -0.23 -0.13 -0.06 0.247
H -1.94865 0.52848 0.52306 0.17 0.12 -0.10 0.216
H 1.20119 -1.34083 1.90293 0.21 -0.38 -0.06 0.249
H 0.16702 -2.17589 0.57893 0.30 -0.28 0.07 0.266
H 1.56393 1.22749 -1.23965 0.14 -0.18 0.07 0.374
```
Positions in Å, forces in eV/Å.

As for the relative energy (zero: lowest compared OMol25 entry of this formula, charge and spin): 58.7 kcal/mol. For the LUMO energy, the calculation gives 0.903 eV. As for the SMILES: C=C=COC. The HOMO energy is -9.249 eV. The total charge is 0. The calculation puts the total energy at -6289.3703 eV. The calculation puts the gap between HOMO and LUMO at 10.15 eV. The calculation puts the max |F| at 0.014 hartree/bohr.